{"formula": "C10H9Cl2N7O", "method": "wB97M-V/def2-TZVPD", "elements": ["H", "C", "H", "C", "Cl", "C", "C", "H", "N", "C", "H", "C", "H", "C", "H", "O", "N", "C", "C", "Cl", "N", "C", "H", "H", "H", "N", "N", "N", "N"], "xyz": [[5.98450, 1.13022, -0.65650], [5.16918, 0.48664, -0.36729], [-6.16099, -0.80391, -2.21587], [3.88382, 0.99467, -0.26848], [3.65141, 2.66659, -0.62019], [2.80880, 0.17889, 0.10546], [5.39462, -0.85203, -0.09129], [-2.97702, 1.58431, 1.85457], [-3.53881, 0.33238, 0.30353], [3.07651, -1.16735, 0.37637], [4.53776, -2.72687, 0.49462], [-2.86092, 1.49954, 0.76835], [-3.31416, 2.36685, 0.28542], [1.45889, 0.69959, 0.21193], [-1.37505, -0.47423, 0.97913], [-0.78922, 2.50594, 0.08642], [-0.76613, 0.30010, 0.70560], [4.34852, -1.68680, 0.28248], [-4.82036, -0.92214, -0.72142], [6.99276, -1.48106, -0.21478], [-5.82348, -1.40545, -1.48453], [-1.34690, 1.50179, 0.46056], [2.24587, -1.79145, 0.66389], [1.31248, 1.74931, -0.02292], [-5.79293, -2.39240, -1.67408], [0.52109, -0.08839, 0.57100], [-4.04900, -1.69107, 0.07879], [-4.50662, 0.36857, -0.59745], [-3.26463, -0.88224, 0.70668]], "forces_ev_per_angstrom": [[0.06, 0.05, -0.02], [0.09, -0.13, 0.01], [0.01, -0.10, -0.04], [-0.18, -0.52, 0.15], [-0.01, 0.29, -0.07], [0.71, -0.30, -0.05], [-0.39, 0.23, 0.01], [-0.07, 0.01, -0.15], [-0.52, -0.92, -0.24], [0.06, 0.24, -0.07], [0.04, -0.09, 0.01], [0.59, 0.69, 0.30], [0.13, -0.22, 0.08], [-0.81, 0.61, -0.02], [0.32, 0.38, -0.11], [0.18, 0.23, -0.02], [-0.33, -0.22, 0.16], [0.11, 0.03, -0.02], [0.73, 0.84, 0.65], [0.24, -0.10, -0.02], [-0.43, -0.15, -0.28], [-0.36, -0.14, 0.01], [-0.05, -0.10, 0.03], [-0.18, -0.11, 0.06], [-0.01, 0.05, -0.08], [0.63, -0.27, -0.03], [-0.37, -0.50, -0.28], [-0.51, -0.14, -0.46], [0.31, 0.35, 0.48]], "nbo_charge": [0.241, -0.259, 0.403, 0.010, 0.024, -0.143, -0.020, 0.239, 0.011, -0.137, 0.231, -0.318, 0.266, 0.052, 0.427, -0.583, -0.451, -0.239, 0.429, 0.022, -0.803, 0.645, 0.240, 0.223, 0.405, -0.242, -0.294, -0.311, -0.069], "orbital_gap_ha": 0.3183, "e_tot_ev": -48037.890, "smiles": "Nc1nnn(CC(=O)N/N=C/c2ccc(Cl)cc2Cl)n1", "e_lumo_ev": 0.0, "total_charge": 0}